Formula: C32H43N5O9
Source: the Open Molecules 2025 dataset
Level of theory: wB97M-V/def2-TZVPD

The multiplicity is 1. Its SMILES is C[C@H]1COC(=O)O1.C[C@H]1COC(=O)O1.C[C@H]1COC(=O)O1.c1cc[nH]c1.c1cc[nH]c1.c1cc[nH]c1.c1cc[nH]c1.c1cc[nH]c1. The net charge is 0. The value obtained for the HOMO energy is -7.5 eV. The total energy comes out at -59756.495 eV.

The geometry in XYZ format:
```
89
Properties=species:S:1:pos:R:3:forces:R:3:lowdin_charge:R:1
C 9.0418 -29.3519 2.3947 0.762 -0.150 -0.321 0.002
C 10.4883 -29.6701 2.9150 -1.280 1.525 -0.159 -0.242
C 11.3862 -28.4334 3.0227 -0.689 1.221 -0.954 -0.079
O 11.7382 -28.3698 4.3921 3.010 2.632 -1.603 0.118
C 11.2459 -29.3343 5.0512 -1.650 -1.329 4.496 -0.643
O 11.3304 -29.4884 6.2624 0.398 0.060 -1.938 0.118
O 10.4290 -30.0296 4.3004 -1.095 -2.565 -1.053 0.103
H 8.3997 -28.8185 3.0956 0.297 -0.265 0.507 0.085
H 8.5317 -30.2461 2.0365 0.014 -0.122 0.349 0.060
H 9.0680 -28.6954 1.5250 0.452 -0.044 -0.203 0.059
H 10.9725 -30.4144 2.2828 -0.158 -0.286 0.332 0.112
H 10.8913 -27.4804 2.8360 -0.627 -0.149 -0.098 0.111
H 12.2004 -28.4011 2.2986 0.524 -0.551 0.604 0.120
C 5.6003 -34.7488 -0.4216 -0.167 0.029 1.080 -0.022
C 6.6586 -33.8792 0.3022 -1.233 0.586 -1.861 -0.323
C 6.2812 -32.3824 0.4137 0.107 -0.285 -1.605 -0.088
O 6.2854 -32.1017 1.7767 -0.630 0.653 0.831 0.059
C 6.6808 -33.1520 2.4666 2.754 -0.575 2.951 -0.500
O 7.1066 -33.1054 3.6292 -1.914 -0.531 -3.403 0.116
O 6.7692 -34.2431 1.6395 0.143 -0.356 1.824 0.065
H 4.5727 -34.6333 -0.0768 0.055 0.298 0.700 0.081
H 5.9080 -35.7501 -0.1201 -0.225 -0.333 -0.748 0.085
H 5.4582 -34.5882 -1.4903 0.941 -0.137 -0.104 0.086
H 7.5794 -34.0906 -0.2414 0.391 0.387 0.371 0.140
H 5.2924 -32.2806 -0.0335 -0.105 0.467 0.255 0.126
H 6.9778 -31.6734 -0.0336 -0.001 -0.259 -0.343 0.112
C 17.2134 -27.9444 0.3064 -0.518 -0.791 -0.398 -0.005
C 16.8452 -29.3281 0.9335 0.934 1.720 -0.041 -0.264
C 16.7369 -29.1886 2.4274 0.885 -0.011 0.673 -0.136
O 15.4226 -29.5665 2.6866 -2.091 -0.504 1.266 0.074
C 14.7323 -29.9549 1.5683 -1.596 -0.591 2.246 -0.511
O 13.5787 -30.3954 1.5618 3.095 1.229 -0.046 0.103
O 15.5371 -29.7857 0.5695 0.647 -0.200 -2.957 0.118
H 18.0220 -27.4611 0.8547 0.142 -0.337 0.034 0.085
H 16.3753 -27.2488 0.3508 -0.228 -0.178 0.181 0.082
H 17.4895 -28.0189 -0.7454 0.083 -0.117 0.052 0.079
H 17.6065 -30.0835 0.7385 -0.378 -0.088 -0.669 0.154
H 16.9936 -28.2072 2.8262 -0.703 0.385 -0.277 0.133
H 17.4572 -29.8110 2.9584 -0.300 -0.603 -0.006 0.136
C 9.0813 -29.9915 -1.1449 -2.175 0.212 -0.730 -0.145
C 9.8821 -30.9065 -0.4818 1.114 -0.373 1.132 -0.122
C 11.1728 -30.5963 -0.8158 0.434 -0.378 -0.429 -0.121
N 11.1203 -29.6296 -1.7789 0.845 0.739 -0.254 0.014
C 9.8341 -29.2281 -1.9857 0.036 0.038 0.267 -0.130
H 8.0065 -29.9190 -1.0669 -0.030 0.076 -0.015 0.087
H 9.6333 -31.6610 0.2497 -0.189 0.038 -0.035 0.081
H 12.1155 -30.9730 -0.4474 -0.112 -0.094 -0.159 0.095
H 11.9212 -29.2216 -2.2395 -0.165 -0.134 0.238 0.148
H 9.5427 -28.4044 -2.6205 0.222 -0.162 -0.007 0.106
C 12.8225 -23.8020 -0.2314 -0.306 0.995 -0.218 -0.107
C 13.0141 -24.7483 0.7718 0.484 -0.446 -0.390 -0.131
C 11.8942 -24.7634 1.5333 -0.405 -1.154 0.841 -0.154
N 11.0050 -23.8294 1.0482 0.258 -0.731 1.482 0.018
C 11.6033 -23.1949 0.0428 0.701 0.548 -2.507 -0.158
H 13.5127 -23.6705 -1.0516 -0.195 0.572 0.062 0.090
H 13.8886 -25.3788 0.8351 -0.194 -0.102 0.314 0.088
H 11.7314 -25.5163 2.2903 -0.627 0.520 0.231 0.092
H 10.0299 -23.7194 1.2870 0.350 -0.042 0.189 0.153
H 11.1009 -22.4066 -0.4981 -0.014 -0.092 0.036 0.110
C 10.1385 -34.5174 1.3347 0.225 1.640 1.464 -0.120
C 11.3105 -34.7191 0.6577 2.816 0.295 -1.253 -0.121
C 12.3166 -33.7853 1.0894 -0.989 -2.892 -1.092 -0.135
N 11.7699 -33.1080 2.0977 -2.152 0.631 0.218 0.020
C 10.4177 -33.4545 2.2024 -0.135 -0.150 0.492 -0.113
H 9.2547 -35.1317 1.2455 -0.102 0.416 0.137 0.094
H 11.3872 -35.4865 -0.0984 0.523 0.123 -0.085 0.084
H 13.3737 -33.7289 0.8753 -0.177 0.027 -0.143 0.103
H 12.2640 -32.3923 2.6113 -0.372 0.029 -0.037 0.132
H 9.7213 -32.9302 2.8401 0.328 -0.022 0.344 0.099
C 8.9547 -25.9977 -0.3672 1.722 1.014 -0.228 -0.125
C 7.7849 -26.4297 0.2266 -0.923 -0.382 1.445 -0.129
C 6.7649 -26.1789 -0.6322 -1.366 -0.381 -0.219 -0.138
N 7.3196 -25.6571 -1.7257 -0.090 1.566 -2.753 -0.018
C 8.6470 -25.4389 -1.6080 0.639 -1.269 1.253 -0.118
H 9.8893 -26.0019 0.1740 0.225 -0.038 -0.490 0.077
H 7.6505 -26.8064 1.2298 0.139 -0.087 -0.101 0.082
H 5.6888 -26.2672 -0.6058 0.152 -0.325 0.324 0.117
H 6.9004 -25.4131 -2.6117 -0.605 -0.147 0.481 0.153
H 9.2176 -25.0389 -2.4332 0.073 -0.039 0.264 0.109
C 5.2922 -29.1205 1.9247 3.785 0.270 -0.632 -0.152
C 4.0385 -29.4750 1.5075 -2.142 -0.964 0.531 -0.109
C 3.1518 -28.8236 2.3543 0.792 0.585 -0.345 -0.108
N 3.9439 -27.9979 3.1013 -0.830 1.800 1.781 -0.023
C 5.2717 -28.1322 2.8740 -0.965 -0.984 -0.792 -0.116
H 6.2323 -29.5324 1.5887 -0.123 -0.049 -0.333 0.075
H 3.7719 -30.2327 0.7856 0.076 0.021 0.090 0.090
H 2.0887 -28.8737 2.5379 0.129 0.087 -0.308 0.107
H 3.6498 -27.2233 3.6787 -0.580 -0.440 0.015 0.147
H 6.0253 -27.5408 3.3728 -0.150 -0.199 -0.039 0.110
```
Positions in Å, forces in eV/Å.

Formula: C32H44AlF32N2O7S3
Source: the Open Molecules 2025 dataset
Level of theory: wB97M-V/def2-TZVPD

The multiplicity is 1. The net charge is -1. The value obtained for the HOMO energy is -4.8 eV. The total energy comes out at -177274.017 eV.

The geometry in XYZ format:
```
121
Properties=species:S:1:pos:R:3:forces:R:3:lowdin_charge:R:1
C 1.5371 -0.9171 0.8982 -0.269 0.266 -0.923 -0.067
C 2.1979 -0.4895 -0.4150 0.571 0.490 1.094 -0.251
N 1.3340 0.1586 -1.3756 -0.559 0.065 0.914 -0.203
C 0.7400 1.3930 -0.8830 1.385 1.786 0.157 -0.213
C 1.7864 2.5155 -0.8822 -0.273 -0.453 0.104 -0.047
C 0.5220 -0.6420 -2.0555 -1.181 -1.204 -1.168 -1.061
S 0.3952 -2.2614 -1.8687 0.371 -0.617 0.169 0.790
S -0.4672 0.1414 -3.2950 -0.147 0.325 -0.285 0.935
C -2.0127 -0.7595 -3.0468 0.390 0.237 0.032 -0.483
C -2.5689 -0.6512 -1.6444 -0.870 -0.185 -0.212 -0.362
C -3.3331 -1.8840 -1.2007 -0.068 0.625 0.702 -0.253
Al -4.4900 -1.4613 0.4061 0.155 -0.394 0.336 0.207
N -3.3997 -0.4977 1.6238 -0.185 -0.452 -0.729 -0.062
C -6.2235 -0.4957 -0.1171 0.987 -0.589 -0.369 -0.262
C -6.2196 -0.0392 -1.5753 -0.469 0.782 0.542 -0.272
C -5.8239 1.4374 -1.7715 -0.149 -1.007 0.094 -0.220
C -5.1303 2.0205 -0.5675 0.516 1.520 -0.742 -0.235
S -4.0015 3.3289 -1.1071 -0.686 -0.795 0.380 0.555
O -4.3793 3.8827 -2.3365 -1.233 1.237 -1.859 -0.266
O -2.6993 2.8066 -1.0696 2.253 -0.736 0.835 -0.271
O -4.1557 4.5230 -0.0439 -0.265 -0.330 0.247 -0.154
H 1.6206 -1.9682 1.0286 0.252 -0.886 0.289 0.057
H 1.9214 -0.3787 1.7370 0.314 0.283 0.605 0.066
H 0.4862 -0.7363 0.8273 -0.834 0.136 0.168 0.061
H 2.9775 0.2059 -0.1745 0.478 0.655 0.014 0.098
H 2.6976 -1.3161 -0.8518 0.191 -0.753 -0.746 0.086
H 0.3711 1.3111 0.1229 -0.321 -0.625 0.477 0.116
H -0.0643 1.7324 -1.4897 -0.671 -0.305 -0.422 0.056
H 2.6834 2.1577 -1.3327 0.689 -0.098 -0.282 0.034
H 1.4420 3.3509 -1.4539 -0.229 0.690 -0.305 0.074
H 2.0409 2.8388 0.1051 0.017 0.260 0.474 0.050
H -1.8836 -1.7717 -3.3608 0.266 -0.725 -0.080 0.040
H -2.7046 -0.3122 -3.7310 -0.366 0.388 -0.614 0.069
H -1.8322 -0.3677 -0.9185 0.553 0.030 0.401 0.077
H -3.2803 0.1535 -1.6685 -0.219 0.871 -0.002 0.063
H -3.8754 -2.2898 -2.0392 -0.395 -0.320 -0.437 0.045
H -2.6076 -2.6156 -0.8894 0.341 -0.702 0.113 0.025
H -4.8805 -2.8856 1.0988 -0.114 -0.043 0.180 -0.087
H -2.9948 0.3518 1.2615 0.193 0.308 0.178 -0.045
H -3.8159 -0.3377 2.5232 0.008 0.226 0.209 -0.065
H -6.5074 0.2953 0.5598 -0.203 0.426 0.284 0.032
H -6.9848 -1.2477 -0.0236 -0.485 -0.571 0.202 0.024
H -7.2123 -0.1373 -1.9764 -0.622 -0.054 -0.442 0.086
H -5.6011 -0.6511 -2.1997 0.563 -0.516 -0.244 0.073
H -6.7006 2.0074 -1.9787 -0.668 0.605 -0.071 0.104
H -5.2308 1.5176 -2.6529 0.694 0.177 -0.627 0.094
H -4.5236 1.3248 -0.0318 0.335 -0.427 0.485 0.053
H -5.8463 2.5009 0.0617 -0.512 0.109 0.732 0.096
H -4.5041 4.1336 0.7673 0.118 0.159 0.321 0.075
C 6.9495 3.3869 0.7800 0.293 0.589 -0.254 -0.045
C 5.4175 3.2976 0.7569 0.279 -0.479 -0.244 -0.440
C 4.6443 3.6762 2.0175 -0.177 0.184 0.093 -0.292
F 4.9431 2.8529 3.0461 -0.214 0.168 -0.152 0.094
F 3.3289 3.5554 1.7245 0.038 0.009 0.348 0.088
F 5.0454 2.0612 0.3650 -0.058 0.018 -0.027 0.134
F 5.0089 4.1688 -0.2070 -0.073 0.253 0.159 0.105
O 7.6610 2.1913 1.0153 -0.398 -0.177 0.015 0.061
C 7.8984 1.7852 2.2925 0.155 0.291 -0.149 -0.554
C 7.2096 0.4533 2.5821 -0.089 -0.319 0.120 -0.283
F 5.8802 0.5668 2.4110 0.124 -0.118 0.050 0.103
F 7.4462 0.1069 3.8692 0.040 -0.010 0.008 0.097
F 7.5508 2.7294 3.1869 0.096 -0.125 0.188 0.147
F 9.2314 1.5894 2.4114 0.096 -0.082 0.145 0.143
H 7.2202 3.6682 -0.2289 0.006 -0.066 -0.156 0.124
H 7.3008 4.1988 1.4164 -0.182 -0.058 0.209 0.148
H 4.8365 4.7082 2.3251 0.069 -0.024 -0.077 0.174
H 7.5918 -0.3242 1.9179 0.046 0.030 -0.003 0.177
C -2.0736 -0.6471 6.4482 -0.047 -0.769 0.114 -0.050
C -0.9741 0.1244 7.1922 0.031 0.113 -0.544 -0.444
C -1.4235 1.0331 8.3350 0.076 0.169 0.269 -0.299
F -2.2400 2.0121 7.8904 0.267 -0.078 0.289 0.090
F -0.3317 1.6205 8.8889 -0.085 -0.068 -0.047 0.089
F -0.2345 0.8268 6.3116 0.077 -0.020 0.116 0.138
F -0.1529 -0.8097 7.7557 -0.090 -0.060 0.203 0.100
O -2.5267 -0.0963 5.2405 0.336 0.405 0.017 0.061
C -3.4987 0.8575 5.2515 -0.121 -0.475 0.131 -0.553
C -2.9795 2.1748 4.6854 0.112 0.318 -0.176 -0.272
F -1.9329 2.6205 5.4127 -0.155 0.070 -0.163 0.096
F -3.9640 3.1055 4.7502 -0.020 -0.005 -0.017 0.091
F -4.0223 1.0075 6.4893 -0.261 0.159 -0.234 0.135
F -4.4888 0.4358 4.4464 -0.298 0.132 0.056 0.148
H -1.6188 -1.5903 6.1553 0.145 0.002 -0.035 0.153
H -2.9010 -0.9061 7.1086 0.025 0.180 0.144 0.147
H -1.9376 0.4563 9.1092 -0.007 0.004 -0.035 0.172
H -2.6679 2.0398 3.6479 -0.033 -0.071 -0.007 0.174
C -2.5130 -6.4959 -0.3065 -0.128 -0.012 0.774 -0.046
C -3.7001 -6.8783 -1.2035 0.189 0.529 -0.137 -0.448
C -3.5999 -8.2143 -1.9383 -0.127 -0.225 -0.140 -0.300
F -2.5509 -8.2316 -2.7899 -0.362 -0.167 0.060 0.087
F -4.7294 -8.4078 -2.6670 0.073 0.012 0.063 0.087
F -3.9460 -5.8907 -2.0810 -0.139 -0.059 -0.011 0.142
F -4.7893 -6.9817 -0.3889 0.002 -0.249 0.096 0.103
O -1.5622 -5.6181 -0.8525 -0.172 0.000 -0.346 0.054
C -0.5505 -6.0953 -1.6290 -0.044 -0.067 0.314 -0.553
C -0.6643 -5.5355 -3.0414 0.015 0.287 -0.583 -0.288
F -1.8453 -5.8892 -3.5963 0.190 0.009 -0.007 0.092
F 0.3234 -6.0444 -3.8227 0.060 -0.063 0.128 0.088
F -0.5054 -7.4479 -1.6208 0.294 0.103 -0.022 0.132
F 0.6090 -5.6567 -1.1007 0.205 -0.036 -0.060 0.137
H -2.9446 -5.9384 0.5217 -0.141 0.116 -0.052 0.152
H -2.0426 -7.3755 0.1339 -0.036 -0.147 -0.187 0.144
H -3.5011 -9.0405 -1.2278 0.019 0.031 -0.009 0.170
H -0.5912 -4.4468 -3.0254 0.045 0.010 0.088 0.103
C 3.2861 2.9188 -5.2705 -0.533 0.219 -0.409 -0.034
C 3.2559 1.3842 -5.1781 0.310 0.102 -0.098 -0.428
C 2.8862 0.7666 -3.8268 -0.281 -0.131 -0.110 -0.322
F 3.7886 1.1192 -2.8841 -0.170 -0.341 -0.068 0.075
F 2.9091 -0.5781 -3.9494 0.079 0.085 0.005 0.104
F 4.4426 0.8915 -5.6006 -0.014 -0.091 -0.089 0.126
F 2.3093 0.9672 -6.0638 -0.122 0.036 0.095 0.109
O 4.5565 3.5299 -5.1405 0.148 -0.341 0.076 0.056
C 5.0253 3.8049 -3.8921 -0.386 0.190 -0.141 -0.554
C 6.2771 2.9897 -3.5796 0.207 -0.272 0.088 -0.266
F 6.0101 1.6754 -3.6597 0.375 0.167 -0.013 0.107
F 6.6578 3.2608 -2.3048 0.166 0.050 -0.097 0.083
F 4.0800 3.6156 -2.9596 0.194 0.259 0.204 0.145
F 5.3693 5.1144 -3.8619 0.139 0.062 0.089 0.144
H 2.9767 3.1538 -6.2856 0.068 -0.081 -0.101 0.148
H 2.5477 3.3815 -4.6178 0.020 -0.171 0.172 0.149
H 1.8844 1.0751 -3.5106 0.237 0.084 -0.132 0.105
H 7.0904 3.2250 -4.2687 -0.031 0.146 0.031 0.177
```
Positions in Å, forces in eV/Å.

It is found that the frontier orbital gap values, taken in the order of the records, are 7.8551, 6.6575 eV.